A molecular structure, C33H47As2IN4RbSi. Source: the OMol25 dataset; level of theory: ωB97M-V with the def2-TZVPD basis set.

## Properties
Maximum force, eV Å⁻¹: 0.833
E_LUMO, eV: -3.4
Net charge: +1
Relative energy (zero: lowest compared OMol25 entry of this formula, charge and spin), kcal/mol: 47.2
E_HOMO, eV: -7.3

Atoms and positions in Å:
I  6.2958  -1.1275  1.5689
Rb  0.2993  0.4510  0.3540
As  2.2074  -0.3705  -2.2021
As  2.3017  2.6678  -0.7176
Si  -2.2648  2.3126  0.9081
N  -1.8080  -1.2204  1.8317
N  2.0738  -1.3945  2.2180
N  -1.6236  -1.2245  -1.2535
N  -1.6829  -5.4382  0.3813
C  6.3442  0.5560  -2.0976
C  5.2036  2.4066  -1.0850
C  -4.8032  1.9007  -0.5367
C  -6.0405  1.2952  -0.7250
C  2.7956  3.0399  1.1428
C  3.9717  1.7858  -1.2804
C  1.9588  -1.4980  3.5395
C  -1.0919  -3.6150  -1.2146
C  -5.9589  0.4322  1.5036
C  4.3218  -1.4389  3.8453
C  5.1257  -0.0791  -2.2962
C  -0.7484  -3.3432  1.2978
C  -6.6228  0.5445  0.2886
C  -1.0854  6.8260  0.0890
C  -1.9799  4.1845  0.6175
C  6.3853  1.8012  -1.4903
C  2.8111  -1.9080  -3.2434
C  3.9336  0.5246  -1.8988
C  -0.7141  -4.2743  0.1048
C  -0.6444  6.1465  1.2189
C  -1.0916  4.8559  1.4739
C  4.4481  -1.3223  2.4723
C  -2.4078  4.8979  -0.5077
C  -2.9680  -2.6303  0.2133
C  -4.7320  1.0621  1.6892
C  2.5715  4.4505  -1.4491
C  -2.2139  -2.5538  -1.1151
C  -1.9783  6.1955  -0.7664
C  3.2947  -1.3090  1.6963
C  1.5899  0.6802  -3.7417
C  3.0533  -1.5294  4.3926
C  -2.0977  -2.6065  1.4819
C  -4.1028  1.8088  0.6756
H  1.7376  5.0747  -1.1271
H  -0.1855  -3.1205  -1.5700
H  -4.3699  2.4498  -1.3684
H  -2.9390  -2.7616  -1.9082
H  3.3642  -1.1978  0.6184
H  -1.6650  -6.1262  -0.3737
H  2.9071  -1.6079  5.4609
H  -1.3470  -1.0489  -2.2147
H  2.9979  2.1093  1.6754
H  -1.3490  -1.1389  2.7329
H  5.1172  -1.0468  -2.7785
H  0.9526  -1.5436  3.9438
H  1.1880  1.6359  -3.4099
H  -3.6129  -3.5209  0.2061
H  3.3938  -2.5912  -2.6266
H  0.7995  0.1318  -4.2550
H  0.2547  -4.7658  0.0224
H  3.4062  -1.6001  -4.1023
H  -2.6557  -0.6599  1.8851
H  0.0338  6.6313  1.9121
H  7.3319  2.3034  -1.3380
H  5.2495  3.3848  -0.6201
H  -2.6429  -5.0919  0.4650
H  5.1993  -1.4504  4.4786
H  -1.3283  -4.3797  -1.9613
H  -7.5877  0.0763  0.1418
H  -2.2395  2.2994  2.4329
H  0.0390  -2.5982  1.1490
H  -3.6898  -1.8098  0.2689
H  2.4224  0.8431  -4.4238
H  -0.7519  7.8363  -0.1111
H  -0.4657  -3.8853  2.2061
H  -2.3436  6.7175  -1.6429
H  -0.7524  4.3566  2.3780
H  3.6854  3.6661  1.1896
H  1.9242  -2.4327  -3.5993
H  -4.2628  1.0076  2.6687
H  2.5773  4.3958  -2.5362
H  -1.4477  -5.9132  1.2549
H  -2.3003  -0.5011  -1.0126
H  -3.0941  4.4364  -1.2124
H  -6.4136  -0.1182  2.3199
H  7.2589  0.0771  -2.4242
H  -2.6684  -3.1145  2.2710
H  1.9638  3.5580  1.6211
H  -6.5538  1.4080  -1.6728
H  3.5073  4.8833  -1.0988